(1)
A molecular structure, C16H18GaN3SSe4. Source: the OMol25 dataset; level of theory: ωB97M-V/def2-TZVPD.

Atoms and positions in Å:
Se: -0.795721 2.604962 -3.052669
Se: -1.396775 1.448118 0.824240
Se: -2.639851 3.251094 -0.050025
Se: -1.090956 4.268108 -1.448463
Ga: -0.223217 0.868751 -1.300361
S: 1.944488 2.292490 -0.941864
N: 2.043806 1.313541 1.520442
N: 2.150046 3.602233 1.322517
N: -1.985251 -0.251673 -2.334435
C: 0.580319 -3.400853 -1.454082
C: 0.624179 -0.983264 -1.343157
C: 1.955442 -3.448095 -1.599806
C: -3.422507 -3.382269 0.060002
C: 2.011952 -1.059602 -1.478185
C: -0.100806 -2.189970 -1.293724
C: 2.051969 2.400102 0.750721
C: -1.560750 -2.257568 -1.020491
C: 2.095495 3.821113 2.763249
C: -2.067782 -3.269777 -0.204028
C: 2.003138 1.362873 2.976820
C: -3.828299 -1.456238 -1.298611
C: -4.310123 -2.473425 -0.493713
C: -2.469427 -1.344153 -1.559143
C: 1.343099 2.664654 3.401938
C: 2.682102 -2.269776 -1.592946
H: -2.742995 0.333041 -2.664048
H: 2.456863 -4.400561 -1.717908
H: -4.507671 -0.731828 -1.733669
H: 1.581608 4.762066 2.954013
H: -1.382968 -3.967505 0.259777
H: 3.019241 1.299954 3.377827
H: -3.786284 -4.174999 0.700567
H: -5.370735 -2.553703 -0.295940
H: 0.313250 2.661624 3.038396
H: 3.760721 -2.287825 -1.687976
H: 0.013137 -4.323207 -1.480377
H: 1.435290 0.506911 3.338075
H: -1.451517 -0.565061 -3.140675
H: 2.586147 -0.142820 -1.507011
H: 2.104006 4.386594 0.695417
H: 1.332286 2.758279 4.486513
H: 3.107534 3.896981 3.172172
H: 1.937500 0.430699 1.050629

Forces on the atoms, in the same order (eV/Å):
Se 0.2 -0.4 0.4
Se 0.2 0.0 -0.6
Se 0.0 -0.1 -0.1
Se 0.0 0.0 0.1
Ga -0.4 0.2 0.1
S 0.0 0.0 -0.2
N 0.0 0.1 0.2
N 0.0 -0.1 0.2
N 0.0 -0.2 0.0
C -0.1 0.0 0.0
C 0.0 0.6 0.0
C 0.1 0.0 0.0
C 0.0 0.0 0.0
C 0.0 -0.1 -0.1
C 0.2 0.0 0.0
C 0.0 0.0 -0.1
C -0.1 0.0 0.0
C 0.0 -0.1 0.1
C -0.1 0.0 0.0
C -0.1 0.1 0.1
C 0.0 0.1 0.0
C 0.0 0.0 0.0
C 0.0 -0.1 0.1
C 0.0 0.0 -0.1
C 0.0 0.0 0.0
H 0.1 0.2 0.0
H 0.0 0.0 0.0
H 0.0 0.0 0.0
H 0.0 0.0 -0.1
H 0.0 0.0 0.0
H 0.0 -0.1 0.0
H 0.0 0.0 0.0
H 0.0 0.0 0.0
H 0.0 0.0 0.1
H 0.0 0.0 0.0
H 0.0 0.0 0.0
H 0.0 0.0 -0.1
H 0.0 0.0 0.0
H 0.0 0.0 0.0
H -0.1 0.0 -0.1
H 0.1 0.0 0.0
H 0.0 0.0 0.0
H 0.0 -0.1 -0.1

Calculated values
**M**: 669.97 g mol⁻¹
**E_HOMO**: -7.44 eV
**Orbital gap**: 0.2842 Ha
**Energy**: -345955.1805 eV
**LUMO level**: 0.289 eV


(2)
A molecular structure, CH12Na4O9 at a distorted geometry. Source: the OMol25 dataset; level of theory: ωB97M-V/def2-TZVPD.

Atoms and positions in Å:
Na: 6.735387 -6.191690 0.952973
Na: 12.070834 -7.163673 3.860629
Na: 7.817768 -3.359524 2.570776
Na: 8.452131 -6.453820 4.497184
O: 10.296664 -5.659728 3.157353
O: 13.050537 -7.240942 0.078449
O: 10.945749 -9.564954 2.199851
O: 12.791249 -3.902744 3.240340
O: 9.635157 -3.808706 -0.623922
O: 10.723447 -6.812241 1.391859
O: 10.315566 -7.027703 -1.386610
O: 9.999692 -3.262899 4.501486
O: 9.015547 -5.477015 1.455396
C: 10.022222 -5.953410 1.953406
H: 10.520875 -4.152790 -0.739421
H: 10.528129 -3.211138 5.297919
H: 13.146096 -4.285236 2.437835
H: 13.283437 -6.315440 0.004812
H: 10.989434 -6.436336 -1.721890
H: 10.072898 -4.176014 4.223825
H: 12.167817 -7.237553 0.448604
H: 9.260677 -4.340744 0.078170
H: 11.971757 -4.374487 3.389070
H: 10.960543 -8.706937 1.775797
H: 10.047337 -9.874342 2.084208
H: 10.272230 -6.835675 -0.449875

Forces on the atoms, in the same order (eV/Å):
Na 0.0 -0.4 -0.9
Na 0.6 -0.3 -0.1
Na 0.8 1.1 0.1
Na 0.3 -0.1 0.6
O 0.5 -0.7 1.8
O 0.3 -0.3 0.2
O 0.2 0.6 0.8
O 0.0 -0.4 0.3
O -0.3 0.2 0.0
O 1.3 -1.1 -1.4
O -0.7 -0.4 -0.2
O -1.0 -0.3 -0.4
O -4.2 1.1 -1.7
C 0.5 -0.2 2.5
H 0.3 0.2 -0.2
H 0.2 0.6 0.5
H 0.4 0.2 -0.3
H 0.5 0.5 -0.2
H 0.6 0.2 -0.7
H 0.4 -0.1 -0.2
H -0.2 -0.1 -0.1
H 0.2 -0.2 -0.1
H -0.3 0.2 -0.1
H 0.0 -0.1 -0.5
H -0.2 -0.5 -0.1
H -0.3 0.2 0.6

Calculated values
**M**: 260.06 g mol⁻¹
**E_HOMO (spin up / spin down)**: -20.15 / -19.79 eV
**Orbital gap (spin up / spin down)**: 0.2826 / 0.1518 Ha
**Energy**: -37297.7900 eV
**Expectation value of S²**: 0.757
**Spin multiplicity**: 2
**Energy relative to the best compared isomer or geometry (same formula, charge and spin)**: 0.00 kJ/mol
**Total charge**: +3
**LUMO level (spin up / spin down)**: -12.456 / -15.665 eV


(3)
2 unconnected molecules or ions with the total composition C4H6N4O3 at a distorted geometry. Source: the OMol25 dataset; level of theory: ωB97M-V/def2-TZVPD.

Atoms and positions in Å:
O: -3.451012 -1.003147 -1.533802
O: -4.165316 -0.728589 0.516982
O: -2.057237 1.263312 0.620604
N: -3.339320 -0.460778 -0.307627
N: 1.483335 -0.698633 -0.751423
N: 0.919256 0.849566 0.880183
N: 3.089301 0.229144 0.573718
C: 2.792798 -0.497890 -0.504978
C: 2.131106 0.767657 1.395732
C: -2.146146 0.218612 0.073498
C: 0.607354 0.081602 -0.163634
H: 3.460307 -0.749529 -1.321482
H: -4.233369 -1.678623 -1.584905
H: 2.326821 1.372758 2.274892
H: 4.106006 0.362899 0.672957
H: 1.183873 -1.357693 -1.525265
H: -2.707752 2.029337 0.684545

Forces on the atoms, in the same order (eV/Å):
O 0.1 -0.6 -0.4
O 0.4 -0.1 0.8
O 0.0 4.8 1.8
N -2.1 0.8 -0.9
N 2.4 -1.6 -0.9
N 1.4 0.0 1.6
N 1.7 -0.8 -0.3
C -1.6 0.3 -0.6
C -1.3 0.8 -1.9
C 0.0 -5.4 -1.8
C -3.8 0.6 -0.6
H 0.8 -0.1 0.6
H 1.5 1.5 0.8
H 0.7 -0.6 0.2
H -0.5 0.3 0.6
H 0.4 1.0 1.1
H -0.1 -0.9 -0.2

Calculated values
**M**: 158.12 g mol⁻¹
**E_HOMO (spin up / spin down)**: -16.03 / -15.86 eV
**Orbital gap (spin up / spin down)**: 0.2573 / 0.2423 Ha
**Energy**: -16320.6882 eV
**Energy relative to the best compared isomer or geometry (same formula, charge and spin)**: 16.83 kJ/mol
**Total charge**: +2
**LUMO level (spin up / spin down)**: -9.029 / -9.266 eV